1.
The following is a quantum chemistry calculation of one molecule with the formula C4H9NO2 in a non-equilibrium geometry, from OMol25.

Geometry as XYZ:
```
16
Properties=species:S:1:pos:R:3:nbo_charge:R:1
O -2.496 1.469 -0.052 -0.60
C -1.824 1.344 0.945 0.53
N -1.202 0.183 1.286 -0.61
C -0.634 -0.660 0.239 -0.24
C 0.502 0.032 -0.523 0.07
C 1.361 -1.016 -1.206 -0.64
O 1.257 0.884 0.366 -0.73
H -1.658 2.195 1.616 0.11
H -0.678 0.291 2.133 0.39
H -0.169 -1.502 0.758 0.20
H -1.447 -0.993 -0.390 0.23
H 0.064 0.775 -1.190 0.18
H 0.789 -1.747 -1.772 0.23
H 2.150 -0.522 -1.766 0.21
H 1.839 -1.654 -0.452 0.21
H 2.146 0.920 0.008 0.47
```

Results
LUMO energy: 0.791 eV
molar mass: 103.12 g mol⁻¹
Kohn-Sham gap: 10.37 eV
highest occupied orbital energy: -9.58 eV
SMILES: C[C@H](O)CNC=O
ΔE to the lowest compared entry with this formula, charge and spin: 27.8 kcal per mole

=====

2.
The following is a quantum chemistry calculation of C6H8BaLiO3 as an isolated structure in a non-equilibrium geometry, from OMol25.

Geometry as XYZ:
```
19
Properties=species:S:1:pos:R:3:mulliken_charge:R:1
C 0.965 -0.983 2.906 -0.72
C 1.708 -1.643 2.002 -0.48
C 1.114 -1.858 0.619 0.40
C 1.897 -0.844 -0.169 0.06
O 1.287 0.016 -0.821 -0.66
Li 0.927 1.662 -1.819 0.94
H 1.429 -0.273 3.594 0.28
H -0.126 -0.976 2.910 0.28
H 2.599 -2.215 2.275 0.41
H 2.989 -0.952 -0.277 0.38
H 1.444 -2.850 0.230 0.25
O -0.908 1.416 -1.566 -0.77
O -0.227 -1.601 0.592 -0.95
C -1.880 2.245 -1.953 0.52
C -3.197 2.030 -1.838 -0.92
H -1.521 3.186 -2.393 0.20
H -3.898 2.778 -2.208 0.26
H -3.596 1.127 -1.368 0.05
Ba -1.007 -0.266 -0.714 1.49
```

Results
charge: +1
LUMO energy: -3.929 eV
molar mass: 272.40 g mol⁻¹
Kohn-Sham gap: 7.64 eV
highest occupied orbital energy: -11.57 eV

=====

3.
The following is a quantum chemistry calculation of a 2-piece molecular cluster, C5H15NO overall in a non-equilibrium geometry, from OMol25.

Geometry as XYZ:
```
22
Properties=species:S:1:pos:R:3:nbo_charge:R:1
C 2.719 0.989 0.385 -0.64
C 1.140 0.951 0.952 -0.26
N 0.208 0.314 -0.147 -0.41
C -1.136 0.113 0.435 -0.22
C -1.002 -1.108 1.469 -0.63
C 0.061 1.458 -1.142 -0.46
H 3.006 -0.133 0.151 0.23
H 2.821 1.837 -0.357 0.21
H 3.458 1.061 1.213 0.21
H 0.949 1.819 1.503 0.18
H 1.367 0.249 1.787 0.19
H -1.707 -0.387 -0.339 0.20
H -1.533 0.913 0.913 0.17
H -0.310 -0.919 2.308 0.22
H -0.735 -2.074 0.922 0.21
H -2.052 -1.402 1.576 0.21
H -0.448 2.423 -0.888 0.18
H -0.325 0.960 -2.141 0.21
H 1.127 1.967 -1.201 0.20
H -2.963 -2.615 -3.041 0.47
H -2.437 -3.331 -1.765 0.46
O -2.206 -3.086 -2.593 -0.94
```

Results
LUMO energy: 0.819 eV
molar mass: 105.18 g mol⁻¹
Kohn-Sham gap: 10.13 eV
highest occupied orbital energy: -9.31 eV
SMILES: CCN(C)CC.O
ΔE to the lowest compared entry with this formula, charge and spin: 88.4 kcal per mole

=====

4.
The following is a quantum chemistry calculation of a 2-piece molecular cluster, C2H7ClN overall, from OMol25.

Geometry as XYZ:
```
11
Properties=species:S:1:pos:R:3:nbo_charge:R:1
N 0.164 0.363 -0.494 -0.67
C 1.149 -0.568 0.047 -0.41
C -1.180 -0.207 -0.459 -0.41
H 0.175 1.223 0.070 0.42
H 1.211 -1.440 -0.627 0.16
H 0.901 -0.924 1.061 0.16
H 2.137 -0.078 0.078 0.20
H -1.478 -0.554 0.544 0.16
H -1.907 0.550 -0.800 0.20
H -1.213 -1.064 -1.153 0.16
Cl 0.042 2.698 1.733 -0.96
```

Results
charge: -1
LUMO energy: 4.245 eV
molar mass: 80.54 g mol⁻¹
Kohn-Sham gap: 8.15 eV
highest occupied orbital energy: -3.91 eV
ΔE to the lowest compared entry with this formula, charge and spin: 2.9 kcal per mole

=====

5.
The following is a quantum chemistry calculation of C28H33MoNOPSSi2 as an isolated structure, from OMol25.

Geometry as XYZ:
```
68
Properties=species:S:1:pos:R:3:mulliken_spin:R:1
Mo 0.416 0.516 -0.048 1.03
C -2.420 -0.711 2.117 0.01
Si -0.570 -0.631 2.006 -0.05
C 0.105 -2.248 2.609 0.00
C 0.153 0.803 2.988 -0.03
C -0.587 1.083 4.147 0.00
C -0.074 1.910 5.135 0.00
C 1.166 2.515 4.962 0.00
C 1.884 2.303 3.795 0.00
C 1.412 1.436 2.804 0.00
Si 2.435 1.244 1.257 -0.04
C 3.761 -0.046 1.352 0.00
C 3.152 2.874 0.717 0.01
H -2.700 -1.343 2.963 0.00
H -2.838 -1.165 1.216 0.00
H -2.890 0.263 2.257 0.00
H -0.190 -2.351 3.658 0.00
H 1.194 -2.305 2.564 0.00
H -0.312 -3.091 2.056 0.00
H -1.560 0.627 4.302 0.00
H -0.640 2.079 6.042 0.00
H 1.569 3.156 5.736 0.00
H 2.834 2.811 3.664 0.00
H 4.538 0.305 2.038 0.00
H 4.225 -0.219 0.380 0.00
H 3.371 -0.993 1.726 0.00
H 4.193 2.914 1.051 0.00
H 2.620 3.720 1.151 0.00
H 3.154 2.982 -0.369 0.00
O 1.130 0.430 -1.857 -0.01
N 1.479 -0.676 -2.553 0.01
C 1.828 -0.526 -3.848 0.01
C 2.202 -1.632 -4.556 0.00
C 2.210 -2.879 -3.919 0.01
C 1.848 -2.983 -2.595 0.01
C 1.478 -1.836 -1.893 0.00
S 1.026 -1.800 -0.220 0.00
H 1.788 0.481 -4.234 0.00
H 2.480 -1.526 -5.594 0.00
H 2.502 -3.763 -4.469 0.00
H 1.845 -3.930 -2.075 0.00
C -2.287 2.890 1.381 0.00
P -1.638 1.804 0.092 0.04
C -3.006 1.084 -0.820 -0.03
C -2.774 -0.035 -1.624 0.02
C -3.818 -0.621 -2.319 0.00
C -5.103 -0.102 -2.203 0.00
C -5.340 1.004 -1.400 0.00
C -4.295 1.601 -0.709 0.00
C -0.658 2.855 -1.029 0.00
C -0.791 2.775 -2.421 -0.02
C -0.078 3.642 -3.222 0.00
C 0.788 4.576 -2.650 0.00
C 0.947 4.643 -1.275 0.02
C 0.221 3.786 -0.459 0.02
H -2.582 3.834 0.923 0.00
H -1.528 3.065 2.143 0.00
H -3.147 2.420 1.852 0.00
H -1.780 -0.465 -1.701 -0.01
H -3.638 -1.489 -2.938 0.00
H -5.922 -0.567 -2.735 0.00
H -6.341 1.404 -1.309 0.00
H -4.495 2.469 -0.094 0.00
H -1.467 2.055 -2.864 0.00
H -0.205 3.610 -4.296 0.00
H 1.335 5.260 -3.285 0.00
H 1.616 5.372 -0.837 0.00
H 0.309 3.868 0.620 -0.01
```

Results
charge: +2
LUMO energy (alpha / beta): -6.888 / -7.113 eV
molar mass: 614.73 g mol⁻¹
Kohn-Sham gap (alpha / beta): 7.21 / 7.23 eV
spin multiplicity: 2
highest occupied orbital energy (alpha / beta): -14.10 / -14.34 eV
ΔE to the lowest compared entry with this formula, charge and spin: 8.6 kcal per mole

=====

6.
The following is a quantum chemistry calculation of an isolated ion of composition CH4NO3S and charge -1 in a non-equilibrium geometry, from OMol25.

Geometry as XYZ:
```
10
Properties=species:S:1:pos:R:3:nbo_charge:R:1
C 1.482 -0.083 0.283 -0.26
N -2.073 0.645 -0.845 -1.21
O -0.922 0.795 1.303 -1.01
O -0.900 -1.470 0.084 -1.03
O 0.591 0.519 -0.590 -0.73
S -0.956 0.095 0.001 2.36
H 1.017 0.067 1.184 0.21
H 2.461 0.475 0.287 0.13
H 1.665 -0.999 -0.094 0.17
H -2.366 -0.044 -1.613 0.36
```

Results
charge: -1
LUMO energy: 4.166 eV
molar mass: 110.11 g mol⁻¹
Kohn-Sham gap: 8.98 eV
highest occupied orbital energy: -4.82 eV
SMILES: CO[S@](=N)(=O)[O-]
ΔE to the lowest compared entry with this formula, charge and spin: 32.5 kcal per mole

=====

7.
The following is a quantum chemistry calculation of a 2-piece molecular cluster, C4H12 overall in a non-equilibrium geometry, from OMol25.

Geometry as XYZ:
```
16
Properties=species:S:1:pos:R:3:mulliken_spin:R:1
C 1.694 0.423 0.393 0.17
C 2.874 0.114 -0.610 0.37
H 1.882 1.344 0.859 0.15
H 0.775 0.590 -0.095 0.01
H 1.806 -0.312 1.096 0.01
H 3.718 0.846 -0.881 0.07
H 3.415 -0.775 -0.010 0.14
H 2.349 -0.181 -1.500 0.07
C -2.381 -0.218 -0.631 0.00
C -2.220 -0.319 0.815 0.00
H -1.593 -0.658 -1.260 0.00
H -3.392 -0.553 -0.832 0.00
H -2.186 0.756 -0.961 0.00
H -1.148 -0.456 1.043 0.00
H -2.695 -1.090 1.386 0.00
H -2.733 0.491 1.355 0.00
```

Results
charge: +1
LUMO energy (alpha / beta): -3.771 / -11.901 eV
molar mass: 60.14 g mol⁻¹
Kohn-Sham gap (alpha / beta): 10.32 / 2.19 eV
spin multiplicity: 2
highest occupied orbital energy (alpha / beta): -14.09 / -14.09 eV
ΔE to the lowest compared entry with this formula, charge and spin: 43.1 kcal per mole

=====

8.
The following is a quantum chemistry calculation of C46H41GeP2PdS3 as an isolated structure, from OMol25.

Geometry as XYZ:
```
94
Properties=species:S:1:pos:R:3:mulliken_spin:R:1
Pd 0.039 1.936 -0.508 0.51
C -0.067 -1.899 0.223 -0.01
C -0.058 -1.038 1.511 0.04
P -1.156 0.463 1.521 -0.22
C -1.987 0.167 3.162 0.02
C -1.294 0.071 4.369 0.00
C -1.966 -0.146 5.562 0.00
C -3.351 -0.265 5.572 0.00
C -4.054 -0.162 4.381 0.00
C -3.374 0.053 3.187 0.00
C -0.102 1.860 2.099 0.10
C 1.197 1.785 2.616 0.06
C 1.837 2.914 3.100 -0.03
C 1.188 4.144 3.100 0.04
C -0.113 4.231 2.628 -0.05
C -0.753 3.101 2.140 0.05
C -1.142 -1.586 -0.818 0.01
P -2.834 -1.711 -0.092 0.00
C -3.326 -3.420 -0.568 0.00
C -3.460 -3.828 -1.899 0.00
C -3.797 -5.134 -2.214 0.00
C -4.003 -6.064 -1.201 0.00
C -3.871 -5.677 0.123 0.00
C -3.536 -4.363 0.433 0.00
C -3.879 -0.703 -1.201 0.00
C -3.426 0.548 -1.620 -0.01
C -4.238 1.386 -2.374 0.00
C -5.525 0.989 -2.703 0.00
C -5.999 -0.244 -2.269 0.00
C -5.185 -1.083 -1.522 0.00
H -0.148 -2.954 0.508 0.00
H 0.896 -1.794 -0.279 0.00
H 0.960 -0.691 1.676 -0.02
H -0.326 -1.648 2.375 0.00
H -0.215 0.181 4.379 0.00
H -1.407 -0.213 6.489 0.00
H -3.878 -0.431 6.504 0.00
H -5.135 -0.246 4.375 0.00
H -3.922 0.131 2.255 0.00
H 1.738 0.848 2.609 0.02
H 2.856 2.833 3.457 0.00
H 1.698 5.030 3.459 0.01
H -0.628 5.183 2.603 0.00
H -1.763 3.182 1.754 0.01
H -1.048 -2.269 -1.667 0.00
H -0.997 -0.570 -1.197 -0.01
H -3.302 -3.105 -2.691 0.00
H -3.896 -5.429 -3.252 0.00
H -4.265 -7.087 -1.446 0.00
H -4.027 -6.395 0.919 0.00
H -3.438 -4.057 1.469 0.00
H -2.434 0.904 -1.369 0.01
H -3.839 2.342 -2.694 0.00
H -6.161 1.637 -3.294 0.00
H -7.007 -0.558 -2.518 0.00
H -5.568 -2.042 -1.193 0.00
S -1.971 4.371 -3.929 0.01
C -1.305 3.447 -2.710 -0.04
S -0.432 1.979 -2.964 0.26
S -1.402 3.834 -1.027 0.14
C 2.916 -2.888 -3.825 0.00
C 1.825 -2.036 -3.937 0.00
C 1.669 -0.979 -3.049 -0.01
C 2.594 -0.733 -2.031 0.00
C 3.686 -1.599 -1.941 -0.01
C 3.849 -2.664 -2.822 0.00
Ge 2.275 0.818 -0.800 0.10
C 3.565 0.354 0.685 0.00
C 4.438 1.307 1.216 0.01
C 5.230 1.041 2.327 0.00
C 5.179 -0.202 2.945 0.00
C 4.333 -1.175 2.428 0.00
C 3.545 -0.894 1.318 0.01
C 3.356 2.241 -1.698 -0.04
C 4.310 1.981 -2.682 0.01
C 5.024 3.008 -3.291 0.00
C 4.797 4.328 -2.925 0.00
C 3.846 4.609 -1.953 0.00
C 3.134 3.576 -1.355 -0.02
H 3.038 -3.716 -4.514 0.00
H 1.089 -2.192 -4.718 0.00
H 0.806 -0.329 -3.155 0.01
H 4.434 -1.439 -1.172 0.00
H 4.710 -3.317 -2.723 0.00
H 4.496 2.287 0.754 0.00
H 5.891 1.811 2.713 0.00
H 5.794 -0.411 3.812 0.00
H 4.284 -2.156 2.889 0.00
H 2.900 -1.679 0.935 0.00
H 4.501 0.959 -2.991 0.00
H 5.752 2.774 -4.061 0.00
H 5.339 5.132 -3.409 0.00
H 3.634 5.636 -1.679 0.00
H 2.360 3.812 -0.630 0.03
```

Results
charge: -2
LUMO energy (alpha / beta): 4.018 / 4.017 eV
molar mass: 931.01 g mol⁻¹
Kohn-Sham gap (alpha / beta): 4.30 / 5.59 eV
spin multiplicity: 2
highest occupied orbital energy (alpha / beta): -0.28 / -1.57 eV

=====

Question: Among the records above, which one has the highest molar mass?
Answer: C46H41GeP2PdS3

=====

Question: molar mass of number 7 (C4H12)?
Answer: 60.14 g mol⁻¹

=====

Question: Number 3 is which compound?
Answer: C5H15NO